# 1
Molecular formula: C27H14BrF5N3O2PdS
Method: DFT, ωB97M-V with the def2-TZVPD basis set

```
! RIJCOSX wB97M-V def2-TZVPD def2/J DEFGRID3
* xyz 1 5
Pd 0.244 -0.629 0.411
Br 1.897 2.314 -5.542
C 0.806 1.122 -4.609
C -0.591 1.291 -4.646
C -1.389 0.448 -3.936
C -0.838 -0.614 -3.113
O -1.564 -1.350 -2.437
C 0.619 -0.752 -3.122
C 1.250 -1.825 -2.355
N 0.932 -2.113 -1.155
C 1.519 -3.254 -0.555
C 1.811 -4.400 -1.245
C 2.421 -5.496 -0.599
C 2.724 -5.437 0.729
C 2.396 -4.284 1.481
C 2.666 -4.160 2.863
C 2.302 -3.025 3.526
C 1.638 -2.010 2.817
N 1.374 -2.095 1.533
C 1.764 -3.201 0.842
C 1.397 0.084 -3.878
H -1.012 2.089 -5.242
H -2.467 0.539 -3.951
H 2.032 -2.395 -2.863
H 1.551 -4.481 -2.292
H 2.643 -6.386 -1.170
H 3.202 -6.270 1.228
H 3.163 -4.973 3.379
H 2.501 -2.893 4.580
H 1.310 -1.105 3.314
H 2.475 -0.023 -3.888
S 1.760 1.216 -0.177
C 0.236 1.910 -0.663
C 0.039 3.205 -1.149
C -1.248 3.609 -1.438
C -2.314 2.726 -1.263
C -2.041 1.454 -0.809
N -0.797 1.059 -0.516
H 0.885 3.866 -1.272
H -1.429 4.612 -1.804
H -3.330 3.018 -1.489
H -2.818 0.708 -0.690
F -5.534 1.354 4.054
C -4.307 1.102 3.672
C -3.235 1.685 4.362
F -3.490 2.478 5.388
C -1.955 1.423 3.962
F -0.935 1.960 4.591
C -1.672 0.564 2.829
O -0.505 0.355 2.459
C -2.822 -0.019 2.170
F -2.601 -0.842 1.156
C -4.094 0.245 2.576
F -5.140 -0.288 1.969
*
```

Summary:
HOMO energy (alpha / beta): -10.7 / -10.6 eV
Relative energy (zero: lowest compared OMol25 entry of this formula, charge and spin): 4.9 kcal per mole

# 2
Molecular formula: C27H15F10InN4O5S4
Method: DFT, ωB97M-V with the def2-TZVPD basis set

```
! RIJCOSX wB97M-V def2-TZVPD def2/J DEFGRID3
* xyz -2 1
In 0.668 0.062 0.100
C 1.259 -3.215 -0.041
N 2.031 -1.975 0.064
C 2.834 -1.964 1.285
C 1.949 -1.906 2.518
N 1.029 -0.790 2.426
C 0.021 -0.742 3.309
C -0.618 0.510 3.542
F -0.075 1.605 2.989
C -1.721 0.696 4.340
F -2.256 1.926 4.471
C -2.265 -0.360 5.054
F -3.364 -0.197 5.826
C -1.647 -1.584 4.931
F -2.146 -2.642 5.603
C -0.550 -1.770 4.107
F -0.084 -3.047 4.070
C 2.876 -1.767 -1.107
C 2.054 -1.778 -2.385
N 0.793 -1.097 -2.165
C -0.015 -0.994 -3.220
C -1.310 -0.410 -3.087
F -1.700 0.024 -1.872
C -2.224 -0.262 -4.099
F -3.420 0.299 -3.841
C -1.940 -0.688 -5.386
F -2.840 -0.556 -6.390
C -0.705 -1.260 -5.592
F -0.378 -1.687 -6.831
C 0.213 -1.404 -4.568
F 1.394 -1.969 -4.951
H 1.942 -4.077 -0.113
H 0.616 -3.170 -0.914
H 0.615 -3.326 0.825
H 3.489 -1.095 1.243
H 3.467 -2.866 1.324
H 2.618 -1.795 3.388
H 1.462 -2.875 2.638
H 3.662 -2.539 -1.162
H 3.365 -0.799 -0.973
H 1.902 -2.819 -2.704
H 2.673 -1.310 -3.160
O -1.023 4.683 -0.118
C -0.652 3.561 0.556
O 0.376 3.490 1.160
C -1.773 2.557 0.591
C -3.078 3.015 0.583
C -4.111 2.096 0.717
C -3.801 0.760 0.830
C -2.463 0.383 0.780
N -1.471 1.257 0.680
C -2.109 -1.101 0.761
O -2.997 -1.896 1.049
O -0.912 -1.376 0.435
H -0.231 5.241 -0.115
H -3.269 4.072 0.480
H -5.141 2.431 0.721
H -4.543 -0.019 0.929
O 4.658 5.496 -2.135
C 3.953 4.585 -1.754
S 2.410 4.156 -2.481
C 2.003 2.815 -1.411
C 2.896 2.539 -0.442
S 2.771 1.316 0.796
S 4.339 3.544 -0.390
S 0.497 2.010 -1.720
*
```

Summary:
HOMO energy: -1.8 eV
Relative energy (zero: lowest compared OMol25 entry of this formula, charge and spin): 0.1 kcal per mole

# 3
Molecular formula: C27H16Br6F3NO6Rh
Method: DFT, ωB97M-V with the def2-TZVPD basis set

```
! RIJCOSX wB97M-V def2-TZVPD def2/J DEFGRID3
* xyz -1 5
Rh -0.165 0.923 -1.396
Br -4.376 -1.214 0.858
C -3.506 -1.705 -0.753
C -3.972 -2.839 -1.435
C -3.383 -3.249 -2.595
Br -4.051 -4.802 -3.468
C -2.288 -2.531 -3.136
C -1.607 -2.868 -4.328
C -0.566 -2.099 -4.762
C -0.190 -0.973 -4.007
N -0.802 -0.648 -2.900
C -1.834 -1.396 -2.437
C -2.429 -0.947 -1.188
O -1.971 0.076 -0.564
H -4.806 -3.391 -1.026
H -1.921 -3.740 -4.885
H -0.033 -2.339 -5.671
H 0.617 -0.321 -4.321
Br 6.399 -1.843 -2.666
C 4.671 -1.552 -1.977
C 4.107 -2.509 -1.068
Br 5.112 -4.029 -0.586
C 2.855 -2.327 -0.554
Br 2.039 -3.517 0.648
C 2.065 -1.181 -0.913
O 0.913 -0.972 -0.475
C 2.648 -0.199 -1.838
O 1.963 0.805 -2.147
C 3.969 -0.437 -2.343
Br 4.627 0.866 -3.521
C 0.822 -0.270 6.356
C 0.321 0.347 5.080
C -1.035 0.555 4.873
C -1.511 1.106 3.690
C -3.001 1.277 3.526
C -0.594 1.459 2.688
C -1.123 1.995 1.425
O -0.435 2.296 0.464
C 0.787 1.259 2.877
C 1.820 1.601 1.840
C 1.212 0.709 4.077
H 0.009 -0.428 7.064
H 1.570 0.366 6.832
H 1.292 -1.235 6.160
H -1.742 0.275 5.645
H -3.504 1.004 4.452
H -3.387 0.641 2.727
H -3.276 2.304 3.289
H -2.214 2.083 1.340
H 1.758 2.644 1.534
H 1.682 1.006 0.934
H 2.815 1.401 2.239
H 2.274 0.549 4.227
F 1.339 5.194 -2.820
C 0.605 4.266 -2.194
F -0.032 4.891 -1.179
F 1.478 3.405 -1.636
C -0.429 3.586 -3.143
O -0.859 4.284 -4.042
O -0.730 2.387 -2.871
*
```

Summary:
HOMO energy (alpha / beta): -5.3 / -5.3 eV
Relative energy (zero: lowest compared OMol25 entry of this formula, charge and spin): 3.6 kcal per mole

# 4
Molecular formula: C27H16Cl5N3PdS3
Method: DFT, ωB97M-V with the def2-TZVPD basis set

```
! RIJCOSX wB97M-V def2-TZVPD def2/J DEFGRID3
* xyz -2 1
Pd -8.646 -11.121 12.110
S -8.365 -12.618 16.476
C -7.700 -13.800 15.361
C -7.485 -15.156 15.849
C -6.665 -16.154 15.044
C -6.703 -15.908 13.624
C -7.257 -14.463 13.126
C -7.890 -13.486 14.075
N -8.379 -12.352 13.945
C -8.802 -11.615 14.903
C -9.269 -10.255 14.810
C -10.035 -9.826 15.815
C -10.574 -8.615 15.797
C -10.637 -7.960 14.538
C -10.236 -8.614 13.368
C -9.373 -9.774 13.580
H -7.138 -15.045 16.805
H -7.044 -17.053 14.710
H -6.183 -16.586 12.876
H -6.457 -14.165 12.548
H -10.106 -10.409 16.656
H -8.315 -15.455 16.560
H -10.803 -6.743 14.259
H -10.311 -8.256 12.418
C -5.066 -10.588 14.598
C -4.871 -10.916 13.104
N -5.673 -11.549 12.361
C -5.451 -11.462 11.064
C -4.340 -10.882 10.719
S -3.495 -10.464 12.214
C -6.393 -12.365 10.374
C -5.948 -13.153 9.360
S -7.232 -14.246 8.884
C -8.235 -13.799 10.275
N -7.659 -12.560 10.797
C -9.677 -14.173 10.414
H -4.987 -9.539 14.683
H -4.239 -11.015 15.312
H -6.071 -10.222 14.629
H -3.887 -10.095 9.843
H -4.694 -13.285 9.086
H -10.051 -15.085 9.842
H -10.333 -13.678 11.200
H -7.701 -14.542 12.217
Cl -6.722 -8.299 12.018
C -7.785 -8.720 10.592
C -8.635 -9.793 10.679
C -9.537 -9.919 9.634
Cl -10.568 -11.286 9.422
C -9.514 -9.062 8.576
Cl -10.732 -9.184 7.248
C -8.553 -8.056 8.463
Cl -8.166 -7.290 6.916
C -7.674 -7.821 9.500
Cl -6.260 -6.842 9.478
*
```

Summary:
HOMO energy: -0.4 eV

# 5
Molecular formula: C27H16Cl5N5O3SSc
Method: DFT, ωB97M-V with the def2-TZVPD basis set

```
! RIJCOSX wB97M-V def2-TZVPD def2/J DEFGRID3
* xyz -1 1
Sc 0.041 0.465 -0.096
N -0.028 3.866 2.620
C -0.006 2.594 2.145
S 1.327 2.323 1.089
N -0.954 1.744 2.440
N -0.827 0.502 1.827
C -0.460 -0.473 2.599
C -0.574 -0.499 4.081
C 0.482 -0.955 4.876
C 0.314 -1.062 6.258
C -0.905 -0.714 6.845
C -1.955 -0.246 6.054
C -1.790 -0.139 4.673
C 0.130 -1.641 1.906
C -0.207 -2.948 2.237
C 0.402 -3.978 1.525
C 1.316 -3.666 0.520
C 1.587 -2.330 0.264
N 1.017 -1.315 0.935
H 0.559 4.408 1.997
H -0.980 4.189 2.677
H 1.440 -1.201 4.423
H 1.139 -1.403 6.876
H -1.030 -0.788 7.921
H -2.897 0.046 6.507
H -2.600 0.235 4.049
H -0.933 -3.158 3.012
H 0.162 -5.013 1.746
H 1.804 -4.443 -0.056
H 2.286 -2.026 -0.509
Cl -5.819 0.173 -4.141
C -4.440 0.687 -3.199
C -3.606 -0.265 -2.601
Cl -3.944 -1.968 -2.795
C -2.496 0.161 -1.843
Cl -1.456 -1.038 -1.097
C -2.164 1.532 -1.646
O -1.147 1.882 -0.951
C -3.048 2.460 -2.278
Cl -2.738 4.185 -2.103
C -4.165 2.052 -3.041
Cl -5.208 3.238 -3.790
O 3.365 0.071 -0.958
C 2.585 0.245 -1.885
N 1.254 0.424 -1.850
C 0.821 0.574 -3.113
O -0.318 0.759 -3.521
C 1.943 0.486 -4.035
C 2.013 0.575 -5.411
C 3.276 0.445 -5.999
C 4.421 0.231 -5.202
C 4.314 0.145 -3.810
C 3.053 0.279 -3.262
H 1.114 0.740 -5.994
H 3.375 0.508 -7.079
H 5.395 0.131 -5.673
H 5.173 -0.018 -3.169
H 0.585 -1.073 -0.991
*
```

Summary:
HOMO energy (alpha / beta): -3.4 / -3.4 eV
Relative energy (zero: lowest compared OMol25 entry of this formula, charge and spin): 0.0 kcal per mole

# 6
Molecular formula: C27H16ClIN6O2Tc
Method: DFT, ωB97M-V with the def2-TZVPD basis set

```
! RIJCOSX wB97M-V def2-TZVPD def2/J DEFGRID3
* xyz -2 2
Tc -0.768 0.319 -0.402
Cl -3.527 -2.437 5.523
C -3.137 -1.407 4.157
C -3.621 -0.124 4.119
C -3.338 0.726 3.053
I -4.114 2.658 3.041
C -2.538 0.341 1.959
O -2.274 1.077 0.968
C -2.035 -1.029 2.036
N -1.274 -1.421 0.989
C -0.809 -2.646 0.933
C -1.062 -3.585 1.945
C -1.812 -3.212 3.028
C -2.334 -1.901 3.105
H -4.238 0.232 4.934
H -0.212 -2.896 0.064
H -0.659 -4.585 1.858
H -2.017 -3.909 3.830
O 0.563 0.650 1.221
C 1.760 0.237 1.375
C 2.401 0.520 2.622
C 3.697 0.171 2.892
C 4.467 -0.504 1.937
C 3.873 -0.817 0.734
C 2.546 -0.488 0.418
C 2.007 -0.920 -0.867
N 0.783 -0.748 -1.344
C 0.725 -1.357 -2.577
C 1.926 -1.915 -2.861
N 2.729 -1.642 -1.775
H 1.796 1.047 3.349
H 4.128 0.422 3.856
H 5.497 -0.774 2.132
H 4.483 -1.342 0.006
H -0.181 -1.331 -3.155
H 2.279 -2.465 -3.715
H 3.696 -1.882 -1.685
C -0.363 1.782 -1.340
C 0.081 2.870 -2.065
C -0.281 3.078 -3.442
C 0.181 4.163 -4.145
C 1.024 5.123 -3.559
C 1.386 4.940 -2.212
C 0.942 3.866 -1.483
H -0.932 2.355 -3.918
H -0.117 4.277 -5.184
H 1.378 5.977 -4.123
H 2.036 5.665 -1.731
H 1.236 3.745 -0.447
N -2.214 -0.538 -1.667
C -2.961 -1.248 -2.203
N -3.863 -1.941 -2.832
C -3.556 -3.084 -3.400
N -3.384 -4.096 -3.950
*
```

Summary:
HOMO energy (alpha / beta): 0.9 / -1.0 eV
Relative energy (zero: lowest compared OMol25 entry of this formula, charge and spin): 0.0 kcal per mole

# 7
Molecular formula: C27H17AuF9N5O3S
Method: DFT, ωB97M-V with the def2-TZVPD basis set

```
! RIJCOSX wB97M-V def2-TZVPD def2/J DEFGRID3
* xyz 0 1
Au -2.579 2.035 -0.070
C 7.185 -8.071 -0.124
O 7.431 -6.675 -0.094
C 6.359 -5.846 -0.098
C 6.643 -4.481 -0.065
C 5.616 -3.562 -0.066
C 4.281 -3.974 -0.100
C 4.012 -5.337 -0.131
C 5.035 -6.272 -0.131
C 3.166 -3.025 -0.102
N 1.896 -3.345 -0.067
C 1.217 -2.155 -0.085
C 2.090 -1.093 -0.134
N 3.337 -1.665 -0.144
C 1.672 0.272 -0.165
C 2.512 1.392 -0.211
C 1.963 2.648 -0.233
C 0.570 2.782 -0.221
N -0.224 1.729 -0.188
C 0.283 0.495 -0.146
C -0.662 -0.614 -0.072
N -1.973 -0.325 -0.022
C -2.847 -1.311 0.037
C -2.473 -2.657 0.055
C -1.140 -2.975 0.016
C -0.200 -1.943 -0.048
H 8.160 -8.548 -0.116
H 6.649 -8.359 -1.032
H 6.617 -8.393 0.752
H 7.678 -4.167 -0.037
H 5.874 -2.510 -0.032
H 2.980 -5.661 -0.157
H 4.789 -7.323 -0.156
H 4.218 -1.186 -0.191
H 3.589 1.266 -0.225
H 2.585 3.533 -0.260
H 0.071 3.743 -0.224
H -3.891 -1.026 0.078
H -3.234 -3.423 0.106
H -0.793 -4.000 0.033
C -7.238 3.006 -0.404
C -5.963 2.239 -0.216
O -4.885 2.657 -0.531
H -7.022 3.944 -0.907
H -7.678 3.205 0.575
H -7.950 2.412 -0.979
S -8.018 -0.730 1.380
C -6.963 0.265 0.812
N -6.093 0.972 0.385
F -4.118 5.226 -1.409
C -2.870 5.635 -1.144
F -2.787 6.923 -1.524
F -2.050 4.933 -1.935
C -2.502 5.397 0.360
O -2.113 4.149 0.592
C -3.735 5.790 1.236
F -3.377 5.948 2.517
F -4.672 4.832 1.209
F -4.330 6.931 0.841
C -1.319 6.359 0.723
F -0.354 6.275 -0.216
F -0.757 6.009 1.880
F -1.663 7.652 0.823
*
```

Summary:
HOMO energy: -7.5 eV
Relative energy (zero: lowest compared OMol25 entry of this formula, charge and spin): 9.9 kcal per mole

# 8
Molecular formula: C27H17BBrCl5N3NiO4
Method: DFT, ωB97M-V with the def2-TZVPD basis set

```
! RIJCOSX wB97M-V def2-TZVPD def2/J DEFGRID3
* xyz -1 1
Ni -0.177 -0.721 0.560
Cl -1.728 0.177 3.324
C -0.035 -0.221 3.424
C 0.623 -0.633 2.276
C 1.978 -0.918 2.414
Cl 2.870 -1.424 1.016
C 2.650 -0.804 3.627
Cl 4.333 -1.160 3.746
C 1.954 -0.386 4.758
Cl 2.768 -0.224 6.272
C 0.599 -0.089 4.659
Cl -0.267 0.444 6.053
O 5.450 -0.946 -4.021
C 4.278 -1.303 -4.596
O 4.271 -1.732 -5.717
C 3.050 -1.134 -3.764
C 1.952 -1.935 -4.058
C 0.794 -1.829 -3.311
C 0.724 -0.898 -2.277
C 1.818 -0.100 -1.963
C 2.972 -0.219 -2.716
N -0.448 -0.775 -1.488
C -1.574 -0.731 -2.065
C -2.833 -0.728 -1.305
C -4.048 -0.688 -1.976
C -5.214 -0.741 -1.228
C -5.114 -0.839 0.148
C -3.849 -0.866 0.726
N -2.732 -0.806 0.020
H 5.310 -0.745 -3.087
H 2.030 -2.653 -4.863
H -0.039 -2.495 -3.494
H 1.770 0.592 -1.128
H 3.803 0.437 -2.480
H -1.652 -0.714 -3.153
H -4.076 -0.623 -3.056
H -6.181 -0.715 -1.714
H -5.994 -0.896 0.773
H -3.728 -0.945 1.800
Br -1.614 7.719 1.762
C -0.961 5.966 1.419
C 0.383 5.791 1.134
C 0.851 4.509 0.886
C -0.014 3.422 0.915
C -1.357 3.623 1.208
C -1.840 4.898 1.464
C 0.528 2.034 0.647
O 1.738 1.869 0.529
O -0.385 1.141 0.541
H 1.050 6.641 1.109
H 1.895 4.328 0.671
H -2.014 2.764 1.240
H -2.883 5.061 1.699
B -0.292 -5.337 0.410
C -0.230 -3.758 0.513
N -0.228 -2.607 0.575
H -1.443 -5.617 0.136
H 0.039 -5.790 1.483
H 0.467 -5.670 -0.476
*
```

Summary:
HOMO energy (alpha / beta): -6.3 / -6.3 eV
Relative energy (zero: lowest compared OMol25 entry of this formula, charge and spin): 2.7 kcal per mole

Q: Number 3 is which compound?
A: C27H16Br6F3NO6Rh